218
Properties=species:S:1:pos:R:3 method="wB97M-V/def2-TZVPD" charge=+6 e_tot_ha=-3827.2725 e_above_lowest_kj_mol=0.0 orbital_gap_ev=10.425
C 3.70 -2.79 0.00
C 3.75 -4.28 -0.31
C 4.87 -4.96 0.47
N 5.04 -6.47 0.35
C 5.06 -6.89 -1.11
C 4.97 -8.39 -1.34
C 3.77 -8.98 -0.59
C 3.93 -8.64 0.90
C 3.94 -7.15 1.14
C 6.37 -6.82 0.95
H 2.98 -2.29 -0.65
H 4.68 -2.36 -0.24
H 3.50 -2.52 1.03
H 3.95 -4.42 -1.37
H 2.81 -4.80 -0.08
H 4.74 -4.84 1.55
H 5.83 -4.52 0.21
H 4.18 -6.44 -1.56
H 5.98 -6.49 -1.53
H 4.88 -8.59 -2.40
H 5.85 -8.93 -0.98
H 2.87 -8.49 -0.99
H 3.72 -10.06 -0.69
H 3.05 -9.05 1.40
H 4.81 -9.16 1.28
H 3.01 -6.74 0.75
H 4.08 -6.94 2.20
H 7.15 -6.38 0.33
H 6.48 -7.89 0.85
H 6.44 -6.48 1.98
C -0.60 6.29 5.23
C 0.15 6.19 3.91
C -0.73 5.89 2.72
N -0.04 5.83 1.38
C -1.06 5.59 0.29
C -0.62 5.82 -1.13
C -0.04 7.22 -1.25
C 1.13 7.35 -0.27
C 0.63 7.19 1.14
C 1.05 4.80 1.41
H -1.44 6.98 5.20
H 0.08 6.69 5.98
H -1.04 5.35 5.56
H 0.98 5.47 3.95
H 0.69 7.13 3.78
H -1.58 6.56 2.62
H -1.20 4.91 2.86
H -1.94 6.16 0.62
H -1.46 4.60 0.52
H -1.52 5.76 -1.75
H 0.03 5.01 -1.46
H -0.81 7.92 -0.92
H 0.30 7.44 -2.26
H 1.61 8.30 -0.52
H 1.95 6.66 -0.51
H -0.03 7.99 1.49
H 1.47 7.24 1.82
H 1.25 4.51 0.39
H 0.77 3.92 1.98
H 1.95 5.20 1.87
C 4.89 0.88 -0.94
C 5.38 1.52 0.35
C 5.57 0.56 1.51
N 5.66 1.22 2.88
C 4.33 1.83 3.22
C 4.41 2.42 4.63
C 4.82 1.39 5.71
C 6.06 0.60 5.31
C 5.98 0.12 3.86
C 6.79 2.22 2.83
H 5.49 0.02 -1.23
H 4.92 1.60 -1.76
H 3.88 0.47 -0.87
H 4.80 2.41 0.59
H 6.35 1.99 0.13
H 6.49 0.00 1.36
H 4.75 -0.15 1.60
H 3.53 1.10 3.11
H 4.22 2.69 2.56
H 3.55 3.02 4.92
H 5.24 3.13 4.56
H 3.98 0.70 5.84
H 4.90 2.00 6.60
H 6.04 -0.29 5.93
H 7.00 1.14 5.47
H 5.18 -0.61 3.80
H 6.95 -0.28 3.57
H 6.49 3.08 2.25
H 7.64 1.71 2.38
H 7.00 2.53 3.85
C 1.62 0.65 -5.25
C 0.80 0.57 -6.54
C 1.53 -0.17 -7.67
N 0.69 -0.43 -8.89
C 1.69 -1.03 -9.90
C 2.50 -0.02 -10.71
C 1.60 1.08 -11.24
C 0.89 1.75 -10.08
C -0.07 0.77 -9.44
C -0.29 -1.52 -8.65
H 1.01 0.91 -4.39
H 2.45 1.36 -5.33
H 2.18 -0.27 -5.03
H 0.70 1.63 -6.80
H -0.14 0.07 -6.35
H 1.89 -1.12 -7.29
H 2.42 0.39 -7.98
H 2.21 -1.87 -9.45
H 1.02 -1.44 -10.66
H 3.34 0.40 -10.14
H 3.01 -0.50 -11.54
H 2.15 1.73 -11.92
H 0.85 0.64 -11.91
H 1.62 2.07 -9.33
H 0.31 2.59 -10.47
H -0.65 1.21 -8.63
H -0.72 0.32 -10.19
H -0.82 -1.81 -9.55
H -1.04 -1.19 -7.92
H 0.19 -2.35 -8.14
C 1.06 -2.92 6.38
C 0.56 -1.55 5.94
C -0.93 -1.36 6.24
N -1.57 -0.21 5.50
C -0.72 1.06 5.55
C -0.57 1.51 6.99
C -1.91 1.86 7.61
C -2.82 0.61 7.57
C -2.90 0.12 6.13
C -1.78 -0.53 4.05
H 0.44 -3.72 5.99
H 1.21 -2.99 7.45
H 2.05 -3.06 5.93
H 0.74 -1.36 4.88
H 1.17 -0.80 6.45
H -1.04 -1.21 7.30
H -1.49 -2.23 5.89
H 0.20 0.85 5.03
H -1.28 1.81 5.00
H -0.03 0.82 7.64
H 0.09 2.38 6.90
H -1.81 2.08 8.68
H -2.40 2.76 7.24
H -2.50 -0.12 8.31
H -3.82 0.96 7.85
H -3.59 -0.71 5.96
H -3.31 0.97 5.58
H -0.78 -0.57 3.62
H -2.28 0.29 3.53
H -2.37 -1.44 4.02
C -6.14 -5.40 4.83
C -6.44 -4.90 3.41
C -5.43 -3.88 2.91
N -5.59 -3.58 1.44
C -7.01 -3.18 0.99
C -7.37 -1.84 1.65
C -6.36 -0.78 1.20
C -4.97 -1.17 1.66
C -4.60 -2.49 1.01
C -5.20 -4.79 0.65
H -6.76 -6.24 5.12
H -6.28 -4.61 5.57
H -5.11 -5.75 4.94
H -7.43 -4.45 3.45
H -6.46 -5.79 2.79
H -4.43 -4.31 3.02
H -5.53 -2.94 3.45
H -7.62 -3.98 1.40
H -6.93 -3.04 -0.08
H -7.41 -1.91 2.74
H -8.36 -1.55 1.30
H -6.58 0.17 1.69
H -6.44 -0.63 0.12
H -4.87 -1.17 2.75
H -4.18 -0.43 1.44
H -3.58 -2.83 1.14
H -4.79 -2.39 -0.06
H -5.97 -5.56 0.64
H -4.23 -5.15 0.99
H -5.15 -4.48 -0.39
C -2.06 3.15 -6.63
C -2.06 2.40 -5.28
C -3.32 2.85 -4.55
N -3.69 2.35 -3.17
C -5.04 2.99 -2.85
C -6.21 2.31 -3.51
C -6.17 0.80 -3.33
C -4.85 0.26 -3.86
C -3.69 0.84 -3.07
C -2.72 2.89 -2.14
H -2.77 2.71 -7.33
H -1.07 3.08 -7.07
H -2.28 4.22 -6.60
H -1.16 2.79 -4.81
H -2.10 1.33 -5.49
H -4.19 2.74 -5.20
H -3.25 3.94 -4.46
H -4.96 4.03 -3.16
H -5.12 3.06 -1.76
H -6.41 2.62 -4.54
H -7.14 2.69 -3.08
H -7.00 0.43 -3.94
H -6.41 0.50 -2.31
H -4.79 0.56 -4.91
H -4.85 -0.83 -3.89
H -2.73 0.51 -3.46
H -3.84 0.63 -2.02
H -2.69 3.96 -2.33
H -1.75 2.43 -2.30
H -3.12 2.67 -1.16
C -0.34 -0.22 -0.11
F -0.81 -1.27 0.59
F 1.00 -0.36 -0.12
F -0.78 -0.33 -1.36
S -0.86 1.36 0.73
O -0.30 2.44 -0.07
O -2.30 1.28 0.70
O -0.22 1.28 2.03

219
Properties=species:S:1:pos:R:3 method="wB97M-V/def2-TZVPD" charge=+3 e_tot_ha=-6724.6355 orbital_gap_ev=11.349
As 0.05 -0.18 0.39
F 0.24 -0.55 2.12
F -0.98 -1.63 0.32
F -0.26 0.14 -1.30
F 1.07 1.27 0.57
F 1.58 -1.10 0.02
F -1.40 0.90 0.84
C 2.90 -2.33 -4.45
C 4.00 -1.81 -5.39
C 3.52 -0.62 -6.18
C 3.57 0.75 -5.42
P 2.93 2.12 -6.52
C 3.65 2.06 -8.24
C 5.20 2.13 -8.46
C 5.53 2.65 -9.86
C 5.47 1.56 -10.96
C 1.15 1.80 -6.82
C 0.31 1.63 -5.52
C -1.16 1.29 -5.85
C -2.03 1.09 -4.59
C 3.27 3.67 -5.70
C 3.16 3.78 -4.10
C 3.32 5.22 -3.60
C 3.23 5.33 -2.15
H 2.55 -1.65 -3.68
H 3.22 -3.27 -4.01
H 1.96 -2.45 -4.97
H 4.33 -2.62 -6.04
H 4.87 -1.52 -4.81
H 2.48 -0.70 -6.50
H 4.15 -0.51 -7.07
H 4.63 0.95 -5.28
H 2.95 0.75 -4.52
H 3.21 2.91 -8.77
H 3.32 1.12 -8.67
H 5.70 1.18 -8.24
H 5.47 2.85 -7.69
H 6.50 3.14 -9.84
H 4.86 3.45 -10.17
H 6.45 1.09 -11.02
H 5.20 2.07 -11.88
H 4.80 0.79 -10.58
H 1.26 0.93 -7.46
H 0.90 2.70 -7.37
H 0.29 2.45 -4.81
H 0.67 0.91 -4.78
H -1.16 0.42 -6.51
H -1.73 2.10 -6.31
H -1.51 0.44 -3.89
H -3.03 0.73 -4.84
H -2.22 2.09 -4.19
H 2.66 4.43 -6.17
H 4.26 3.99 -6.01
H 3.96 3.13 -3.77
H 2.23 3.37 -3.69
H 2.50 5.77 -4.07
H 4.23 5.70 -3.95
H 2.19 5.23 -1.83
H 3.45 6.36 -1.87
H 3.94 4.67 -1.66
C -2.61 -2.93 -5.42
C -1.77 -3.03 -4.17
C -2.56 -3.09 -2.75
C -3.49 -4.36 -2.74
P -4.56 -4.58 -1.27
C -5.62 -6.05 -1.59
C -4.91 -7.38 -1.96
C -5.92 -8.47 -2.40
C -6.89 -8.35 -3.58
C -5.66 -3.17 -1.38
C -6.75 -2.99 -0.25
C -6.86 -1.51 0.17
C -5.66 -0.89 0.94
C -3.51 -4.59 0.28
C -4.22 -4.84 1.64
C -3.14 -5.09 2.72
C -3.78 -5.81 3.88
H -2.10 -2.65 -6.35
H -3.14 -2.02 -5.13
H -3.29 -3.74 -5.69
H -1.19 -2.13 -3.97
H -1.02 -3.83 -4.22
H -3.11 -2.15 -2.72
H -1.94 -3.04 -1.86
H -2.84 -5.23 -2.79
H -4.24 -4.22 -3.52
H -6.11 -5.76 -2.51
H -6.37 -6.16 -0.80
H -4.42 -7.77 -1.07
H -4.23 -7.25 -2.80
H -6.48 -8.71 -1.50
H -5.30 -9.35 -2.56
H -6.30 -8.31 -4.50
H -7.68 -7.60 -3.52
H -7.42 -9.29 -3.64
H -6.02 -3.17 -2.40
H -4.97 -2.32 -1.30
H -6.52 -3.59 0.63
H -7.68 -3.46 -0.59
H -7.70 -1.45 0.86
H -7.09 -0.96 -0.75
H -5.22 -1.66 1.58
H -5.91 -0.03 1.56
H -4.84 -0.69 0.25
H -3.08 -3.59 0.28
H -2.71 -5.29 0.04
H -4.92 -5.68 1.63
H -4.84 -4.01 2.00
H -2.72 -4.16 3.07
H -2.39 -5.78 2.33
H -3.83 -6.88 3.67
H -4.81 -5.57 4.14
H -3.23 -5.63 4.81
C -0.09 -4.99 4.47
C 0.66 -4.65 3.19
C 1.63 -3.51 3.53
C 2.63 -3.23 2.33
P 3.96 -2.00 2.83
C 5.36 -2.40 1.79
C 5.38 -1.79 0.35
C 6.64 -2.30 -0.41
C 6.61 -3.87 -0.62
C 3.62 -0.24 2.78
C 2.84 0.38 3.99
C 2.64 1.82 3.95
C 1.81 2.25 5.14
C 4.46 -2.37 4.53
C 5.02 -3.77 4.69
C 5.04 -4.13 6.20
C 3.66 -4.48 6.82
H -0.71 -4.17 4.84
H 0.53 -5.40 5.26
H -0.85 -5.74 4.22
H 0.03 -4.34 2.35
H 1.19 -5.52 2.80
H 2.16 -3.77 4.45
H 1.11 -2.57 3.73
H 2.23 -2.96 1.36
H 3.23 -4.13 2.18
H 5.41 -3.49 1.75
H 6.31 -2.14 2.27
H 5.37 -0.71 0.43
H 4.50 -2.06 -0.23
H 7.58 -2.06 0.09
H 6.71 -1.94 -1.44
H 5.64 -4.30 -0.90
H 6.82 -4.44 0.29
H 7.36 -4.15 -1.35
H 3.16 -0.04 1.81
H 4.61 0.16 2.56
H 3.43 0.05 4.85
H 1.86 -0.08 4.10
H 2.20 2.09 2.99
H 3.58 2.38 3.89
H 1.82 3.34 5.07
H 2.20 2.12 6.15
H 0.81 1.81 5.13
H 3.55 -2.20 5.10
H 5.25 -1.70 4.89
H 6.03 -3.83 4.29
H 4.40 -4.56 4.27
H 5.57 -3.40 6.79
H 5.59 -5.07 6.23
H 3.87 -4.80 7.84
H 3.11 -5.19 6.20
H 2.97 -3.64 6.91
C 1.56 5.75 0.78
C 0.55 4.62 0.74
C -0.75 4.94 1.51
C -0.67 4.90 3.01
P -2.25 5.30 3.80
C -2.10 5.68 5.51
C -1.23 4.75 6.44
C -0.82 5.34 7.74
C -2.02 5.68 8.73
C -2.89 6.77 2.94
C -1.92 7.97 2.78
C -2.56 9.30 2.50
C -3.23 9.27 1.10
C -3.33 3.87 3.58
C -2.58 2.48 3.93
C -3.63 1.32 3.87
C -3.05 -0.15 3.93
H 1.66 5.83 1.87
H 1.13 6.71 0.49
H 2.55 5.60 0.35
H 0.99 3.71 1.17
H 0.32 4.48 -0.32
H -1.50 4.22 1.17
H -1.06 5.93 1.17
H 0.02 5.67 3.37
H -0.20 4.02 3.46
H -3.11 5.78 5.92
H -1.68 6.67 5.66
H -0.27 4.45 6.03
H -1.74 3.80 6.62
H -0.14 6.18 7.63
H -0.24 4.62 8.32
H -1.74 6.37 9.52
H -2.36 4.79 9.25
H -2.89 6.02 8.15
H -3.84 7.10 3.37
H -3.15 6.46 1.93
H -1.04 7.97 2.13
H -1.41 8.14 3.73
H -1.89 10.16 2.44
H -3.28 9.47 3.30
H -4.14 8.70 1.19
H -2.62 8.88 0.28
H -3.46 10.26 0.71
H -3.67 3.80 2.55
H -4.23 4.05 4.17
H -2.17 2.48 4.94
H -1.75 2.28 3.25
H -4.12 1.40 2.90
H -4.35 1.50 4.66
H -3.80 -0.93 4.04
H -2.43 -0.20 4.83
H -2.30 -0.34 3.17

no.,highest occupied orbital energy (eV)
1,-20.485
2,-15.941